[1]
{
  "formula": "C42H60Cl2F5I3O25S",
  "method": "wB97M-V/def2-TZVPD",
  "elements": ["C", "O", "C", "C", "C", "C", "C", "O", "C", "F", "I", "C", "C", "C", "O", "C", "C", "C", "O", "Cl", "O", "C", "C", "C", "C", "Cl", "C", "C", "C", "F", "C", "F", "F", "C", "I", "C", "C", "I", "S", "O", "O", "F", "H", "H", "H", "H", "H", "H", "H", "H", "H", "H", "H", "H", "H", "H", "H", "H", "H", "H", "H", "H", "H", "H", "H", "H", "H", "H", "H", "H", "H", "H", "H", "H", "H", "H", "H", "H", "C", "C", "O", "C", "O", "O", "H", "H", "H", "H", "C", "C", "O", "C", "O", "O", "H", "H", "H", "H", "C", "C", "O", "C", "O", "O", "H", "H", "H", "H", "C", "C", "O", "C", "O", "O", "H", "H", "H", "H", "C", "C", "O", "C", "O", "O", "H", "H", "H", "H", "C", "C", "O", "C", "O", "O", "H", "H", "H", "H"],
  "positions_angstrom": [[6.144, 2.759, 1.592], [4.738, 2.672, 1.456], [4.262, 1.367, 1.817], [4.524, 0.387, 0.621], [3.252, -0.463, 0.222], [2.518, 0.264, -0.970], [1.661, -0.698, -1.865], [0.966, 0.024, -2.886], [1.517, 1.091, -3.555], [2.857, 1.053, -3.861], [0.635, 0.927, -5.600], [1.200, 2.533, -3.082], [-0.217, 3.094, -3.379], [-1.440, 2.190, -3.034], [-2.484, 2.517, -3.991], [0.455, -1.373, -1.023], [0.941, -2.689, -0.248], [0.375, -2.863, 1.161], [-0.451, -3.625, 1.417], [1.033, -1.947, 2.586], [0.196, -0.474, 0.043], [-0.983, 0.285, 0.218], [-1.636, -0.045, 1.613], [-2.866, 0.881, 1.946], [-4.069, 0.682, 0.996], [-5.208, 2.092, 1.293], [-0.557, 1.799, 0.302], [0.445, 2.079, 1.446], [0.997, 3.485, 1.348], [1.713, 3.933, 2.415], [0.819, 4.327, 0.292], [-0.332, 4.871, -0.039], [1.826, 4.697, -0.496], [-0.764, -1.799, -1.902], [-0.364, -2.936, -3.683], [-1.923, -2.533, -1.109], [-2.077, -4.056, -1.308], [-3.796, -1.682, -1.891], [2.873, -1.828, -2.691], [4.220, -1.397, -2.518], [2.757, -3.231, -2.440], [2.594, -1.675, -4.273], [6.472, 3.808, 1.492], [6.680, 2.159, 0.822], [6.496, 2.400, 2.582], [4.887, 1.035, 2.671], [3.210, 1.396, 2.146], [4.994, 0.885, -0.242], [5.260, -0.364, 0.977], [3.635, -1.453, -0.061], [2.606, -0.453, 1.112], [1.942, 1.136, -0.637], [3.366, 0.684, -1.541], [1.904, 3.178, -3.647], [1.477, 2.719, -2.026], [-0.351, 3.469, -4.407], [-0.325, 4.004, -2.749], [-1.266, 1.108, -3.143], [-1.874, 2.471, -2.058], [-2.540, 1.767, -4.600], [0.652, -3.545, -0.883], [2.036, -2.755, -0.160], [-1.819, 0.274, -0.501], [-2.026, -1.080, 1.667], [-0.932, 0.074, 2.448], [-3.208, 0.533, 2.943], [-2.583, 1.936, 2.083], [-3.822, 0.733, -0.071], [-4.668, -0.205, 1.255], [-0.028, 1.995, -0.652], [-1.431, 2.474, 0.294], [1.232, 1.305, 1.404], [-0.065, 1.997, 2.429], [-1.233, -0.868, -2.264], [-1.918, -2.207, -0.063], [-1.145, -4.643, -1.269], [-2.649, -4.333, -2.208], [-2.700, -4.421, -0.463], [3.747, -4.482, 5.153], [4.667, -4.031, 4.049], [4.492, -2.613, 4.053], [4.055, -2.261, 5.294], [3.971, -1.140, 5.682], [3.731, -3.355, 6.028], [4.112, -5.368, 5.669], [2.730, -4.670, 4.801], [5.715, -4.258, 4.257], [4.400, -4.452, 3.082], [-5.930, 0.252, -4.837], [-7.244, 0.942, -5.090], [-8.089, 0.378, -4.084], [-7.292, -0.062, -3.081], [-7.684, -0.433, -2.018], [-5.984, -0.025, -3.437], [-5.074, 0.884, -5.077], [-5.840, -0.688, -5.377], [-7.187, 2.022, -4.939], [-7.637, 0.744, -6.085], [3.806, 5.460, 4.895], [4.555, 5.056, 3.652], [5.849, 4.724, 4.158], [5.704, 4.397, 5.469], [6.558, 3.913, 6.140], [4.452, 4.694, 5.912], [2.745, 5.220, 4.842], [3.917, 6.522, 5.127], [4.127, 4.174, 3.173], [4.619, 5.860, 2.921], [8.949, -1.223, 5.866], [7.939, -0.925, 4.790], [8.296, -1.840, 3.754], [8.959, -2.875, 4.336], [9.246, -3.886, 3.781], [9.247, -2.602, 5.637], [8.553, -1.071, 6.868], [9.865, -0.639, 5.755], [6.914, -1.134, 5.108], [7.996, 0.103, 4.437], [-8.833, 0.604, 0.848], [-10.158, -0.082, 0.660], [-10.898, 0.344, 1.806], [-10.353, 1.514, 2.234], [-10.835, 2.216, 3.064], [-9.187, 1.775, 1.588], [-8.361, 0.867, -0.094], [-8.134, 0.011, 1.442], [-10.678, 0.251, -0.241], [-10.070, -1.166, 0.635], [-4.596, -3.990, -7.558], [-5.920, -4.679, -7.767], [-6.677, -4.253, -6.634], [-6.142, -3.087, -6.200], [-6.637, -2.382, -5.376], [-4.967, -2.821, -6.825], [-4.108, -3.723, -8.493], [-3.906, -4.581, -6.953], [-6.427, -4.347, -8.675], [-5.830, -5.763, -7.789]],
  "lumo_energy_ev": -0.75,
  "smiles": "COCCCC[C@](O[C@@](F)(I)CCCO)([C@@](CC(=O)Cl)(O[C@@H](CCCCl)CCC(F)=C(F)F)[C@@H](I)[C@H](C)I)S(=O)(=O)F.O=C1OCCO1.O=C1OCCO1.O=C1OCCO1.O=C1OCCO1.O=C1OCCO1.O=C1OCCO1",
  "energy_ha": -6228.202336,
  "homo_lumo_gap_ev": 8.2
}

***

[2]
{
  "formula": "C2H9N2O",
  "method": "wB97M-V/def2-TZVPD",
  "elements": ["C", "N", "C", "O", "H", "H", "H", "H", "H", "H", "N", "H", "H", "H"],
  "positions_angstrom": [[1.739, 0.475, 0.700], [0.369, 0.972, 0.786], [-0.239, 1.051, -0.585], [-0.226, -0.094, -1.290], [1.808, -0.461, 0.139], [2.147, 0.322, 1.704], [2.349, 1.227, 0.195], [-0.173, 0.250, 1.257], [0.327, 1.867, -1.092], [-1.265, 1.440, -0.387], [-1.486, -1.972, 0.308], [-1.208, -2.891, -0.026], [-2.487, -1.932, 0.137], [-1.023, -1.272, -0.348]],
  "lumo_energy_ev": 4.65,
  "total_charge": -1,
  "energy_ha": -266.344568,
  "homo_lumo_gap_ev": 7.5
}

***

[3]
{
  "formula": "C3H2AgNaO2",
  "method": "wB97M-V/def2-TZVPD",
  "elements": ["O", "C", "C", "H", "H", "Na", "Ag", "C", "O"],
  "positions_angstrom": [[0.067, -2.268, 0.005], [-0.935, -1.512, 0.348], [-1.158, -0.206, -0.039], [-1.641, -1.971, 1.085], [-2.148, 0.074, 0.384], [0.222, -1.187, -1.938], [-0.616, 2.324, -0.498], [0.923, 1.271, 1.587], [1.898, 0.671, 1.698]],
  "lumo_energy_ev": -1.35,
  "energy_ha": -575.120235,
  "homo_lumo_gap_ev": 5.1
}

***

[4]
{
  "formula": "C4H8O3",
  "method": "wB97M-V/def2-TZVPD",
  "elements": ["C", "O", "C", "O", "C", "C", "O", "H", "H", "H", "H", "H", "H", "H", "H"],
  "positions_angstrom": [[-0.172, 1.588, 1.550], [0.850, 0.802, 1.599], [0.394, 0.682, -0.140], [1.037, 1.353, -0.893], [0.144, -0.830, -0.195], [-0.815, -1.122, -1.346], [1.383, -1.461, -0.363], [-0.047, 2.627, 1.202], [-1.027, 1.425, 2.228], [-0.744, 1.167, 0.282], [-0.262, -1.172, 0.757], [-1.822, -0.746, -1.134], [-0.868, -2.204, -1.492], [-0.459, -0.659, -2.273], [1.854, -0.993, -1.068]],
  "lumo_energy_ev": 0.40,
  "energy_ha": -382.804437,
  "homo_lumo_gap_ev": 10.6
}

***

[5]
{
  "formula": "C43H61O3P3PdSSi",
  "method": "wB97M-V/def2-TZVPD",
  "elements": ["Pd", "C", "C", "C", "P", "C", "C", "C", "C", "C", "C", "C", "C", "C", "Si", "C", "C", "C", "C", "C", "C", "P", "C", "C", "C", "C", "C", "C", "C", "C", "C", "C", "C", "C", "P", "C", "C", "C", "C", "C", "C", "H", "H", "H", "H", "H", "H", "H", "H", "H", "H", "H", "H", "H", "H", "H", "H", "H", "H", "H", "H", "H", "H", "H", "H", "H", "H", "H", "H", "H", "H", "H", "H", "H", "H", "H", "H", "H", "H", "H", "H", "H", "H", "H", "H", "H", "H", "H", "H", "H", "H", "H", "H", "H", "H", "C", "C", "C", "C", "C", "C", "C", "S", "O", "O", "O", "H", "H", "H", "H", "H", "H", "H"],
  "positions_angstrom": [[-0.324, -0.613, -0.120], [-3.795, 1.217, -3.537], [-3.458, 0.481, -2.234], [-4.336, -0.761, -2.135], [-1.618, 0.196, -2.112], [-1.279, -0.953, -3.558], [-0.671, -0.338, -4.818], [-0.515, -2.221, -3.163], [-0.935, 1.891, -2.245], [-0.772, 2.604, -3.422], [-0.212, 3.874, -3.392], [0.198, 4.442, -2.194], [0.041, 3.736, -1.011], [-0.526, 2.467, -1.028], [-0.884, 1.523, 0.531], [0.052, 1.938, 2.098], [-0.319, 3.096, 2.786], [0.277, 3.431, 3.991], [1.246, 2.603, 4.534], [1.620, 1.449, 3.865], [1.017, 1.110, 2.655], [1.542, -0.405, 1.800], [3.402, -0.277, 1.659], [4.177, -0.985, 2.785], [3.925, 1.162, 1.587], [1.161, -1.933, 2.781], [1.484, -1.942, 4.274], [1.696, -3.172, 2.058], [-2.755, 1.438, 0.812], [-3.573, 2.564, 0.764], [-4.951, 2.438, 0.828], [-5.537, 1.184, 0.939], [-4.747, 0.048, 0.999], [-3.364, 0.180, 0.922], [-2.185, -1.177, 1.093], [-2.282, -1.561, 2.902], [-3.734, -1.857, 3.326], [-1.783, -0.403, 3.772], [-2.520, -2.746, 0.145], [-3.842, -3.489, 0.350], [-1.343, -3.703, 0.336], [-4.877, 1.349, -3.587], [-3.503, 0.638, -4.414], [-3.341, 2.201, -3.593], [-3.708, 1.150, -1.401], [-4.273, -1.371, -3.037], [-5.375, -0.440, -2.044], [-4.122, -1.395, -1.279], [-2.296, -1.265, -3.823], [0.298, 0.108, -4.612], [-1.323, 0.403, -5.279], [-0.532, -1.137, -5.548], [0.552, -2.035, -3.092], [-0.684, -2.984, -3.924], [-0.853, -2.646, -2.213], [-1.059, 2.186, -4.378], [-0.084, 4.416, -4.319], [0.646, 5.426, -2.185], [0.387, 4.170, -0.081], [-1.087, 3.752, 2.392], [-0.019, 4.334, 4.509], [1.713, 2.854, 5.476], [2.378, 0.811, 4.299], [3.622, -0.799, 0.729], [4.018, -0.508, 3.751], [5.238, -0.877, 2.555], [3.977, -2.047, 2.879], [3.915, 1.630, 2.569], [3.385, 1.790, 0.885], [4.968, 1.113, 1.270], [0.082, -1.957, 2.690], [2.552, -1.978, 4.475], [1.042, -2.837, 4.717], [1.063, -1.076, 4.788], [2.771, -3.289, 2.168], [1.487, -3.146, 0.991], [1.233, -4.060, 2.490], [-3.143, 3.550, 0.638], [-5.576, 3.319, 0.781], [-6.614, 1.091, 0.975], [-5.214, -0.923, 1.087], [-1.692, -2.465, 3.062], [-4.324, -0.942, 3.318], [-3.704, -2.209, 4.357], [-4.246, -2.611, 2.737], [-2.420, 0.472, 3.635], [-0.753, -0.099, 3.575], [-1.856, -0.702, 4.817], [-2.502, -2.401, -0.892], [-3.865, -4.020, 1.298], [-3.927, -4.242, -0.435], [-4.716, -2.842, 0.280], [-1.297, -4.089, 1.355], [-0.372, -3.260, 0.098], [-1.476, -4.554, -0.332], [7.712, 0.891, -3.595], [6.348, 0.673, -3.017], [5.369, 1.663, -3.094], [4.101, 1.453, -2.586], [3.802, 0.240, -1.986], [4.758, -0.766, -1.892], [6.024, -0.539, -2.405], [2.178, -0.030, -1.388], [1.213, 0.159, -2.455], [2.099, -1.397, -0.832], [1.895, 0.941, -0.311], [7.828, 1.903, -3.975], [7.890, 0.197, -4.418], [8.483, 0.714, -2.846], [5.607, 2.609, -3.562], [3.346, 2.225, -2.656], [4.504, -1.714, -1.442], [6.772, -1.318, -2.339]],
  "lumo_energy_ev": [-7.30, -7.30],
  "total_charge": 2,
  "energy_ha": -3740.032817,
  "homo_lumo_gap_ev": [6.1, 6.1]
}

***

Repeat the fourth record exactly.
{
  "formula": "C4H8O3",
  "method": "wB97M-V/def2-TZVPD",
  "elements": ["C", "O", "C", "O", "C", "C", "O", "H", "H", "H", "H", "H", "H", "H", "H"],
  "positions_angstrom": [[-0.172, 1.588, 1.550], [0.850, 0.802, 1.599], [0.394, 0.682, -0.140], [1.037, 1.353, -0.893], [0.144, -0.830, -0.195], [-0.815, -1.122, -1.346], [1.383, -1.461, -0.363], [-0.047, 2.627, 1.202], [-1.027, 1.425, 2.228], [-0.744, 1.167, 0.282], [-0.262, -1.172, 0.757], [-1.822, -0.746, -1.134], [-0.868, -2.204, -1.492], [-0.459, -0.659, -2.273], [1.854, -0.993, -1.068]],
  "lumo_energy_ev": 0.40,
  "energy_ha": -382.804437,
  "homo_lumo_gap_ev": 10.6
}

***

What did the fourth record say?
{
  "formula": "C4H8O3",
  "method": "wB97M-V/def2-TZVPD",
  "elements": ["C", "O", "C", "O", "C", "C", "O", "H", "H", "H", "H", "H", "H", "H", "H"],
  "positions_angstrom": [[-0.172, 1.588, 1.550], [0.850, 0.802, 1.599], [0.394, 0.682, -0.140], [1.037, 1.353, -0.893], [0.144, -0.830, -0.195], [-0.815, -1.122, -1.346], [1.383, -1.461, -0.363], [-0.047, 2.627, 1.202], [-1.027, 1.425, 2.228], [-0.744, 1.167, 0.282], [-0.262, -1.172, 0.757], [-1.822, -0.746, -1.134], [-0.868, -2.204, -1.492], [-0.459, -0.659, -2.273], [1.854, -0.993, -1.068]],
  "lumo_energy_ev": 0.40,
  "energy_ha": -382.804437,
  "homo_lumo_gap_ev": 10.6
}